1.
{
  "formula": "C24H25BF3O3",
  "method": "wB97M-V/def2-TZVPD",
  "elements": ["C", "C", "C", "C", "C", "B", "O", "C", "C", "C", "C", "C", "C", "O", "O", "H", "H", "H", "H", "H", "H", "H", "H", "H", "H", "H", "H", "H", "H", "H", "H", "H", "F", "C", "C", "C", "F", "C", "C", "C", "C", "C", "C", "C", "C", "F", "C", "C", "H", "H", "H", "H", "H", "H", "H", "H"],
  "xyz": [[-4.5411, 1.4662, -0.3082], [-3.3377, 1.1791, 0.4629], [-2.9681, 1.6011, 1.7285], [-1.5908, 1.2585, 1.8815], [-1.3449, 0.2420, 0.9584], [-0.5122, 2.8382, -0.7297], [0.5301, 3.3390, -0.1384], [1.5444, 2.4775, -0.7715], [2.6890, 3.2650, -1.3533], [2.1083, 1.8831, 0.5097], [0.6090, 1.7366, -2.2232], [1.1881, 2.2557, -3.5712], [-0.0981, 0.3974, -2.5461], [-0.7617, 2.3701, -1.9111], [-2.2726, 0.4742, -0.1124], [-5.1114, 2.2644, 0.1947], [-4.3048, 1.8813, -1.2838], [-5.1833, 0.5682, -0.3680], [-3.5505, 2.1539, 2.4590], [-1.0213, 1.3167, 2.7838], [3.3180, 2.5257, -1.8291], [2.5031, 3.9999, -2.1431], [3.3211, 3.7556, -0.5878], [3.0277, 1.3303, 0.3234], [2.3575, 2.6495, 1.2729], [1.3721, 1.2689, 1.0711], [2.2057, 1.8786, -3.7314], [0.6807, 1.7590, -4.3966], [1.1576, 3.3247, -3.8313], [-0.6386, -0.0718, -1.7683], [-0.9901, 0.5475, -3.1827], [0.5694, -0.3220, -3.0974], [2.4984, -2.2233, 4.6393], [2.3426, -1.9771, 3.2792], [3.5102, -1.8891, 2.5394], [3.3249, -1.4844, 1.2132], [4.4388, -1.0488, 0.5230], [2.0945, -1.2732, 0.6306], [1.0011, -1.1311, 1.4946], [-0.3348, -0.6926, 0.6983], [-1.0547, -2.0577, 0.3990], [-0.5915, -2.8402, -0.6300], [-1.0323, -4.1402, -0.7984], [-2.0250, -4.6668, 0.0442], [-2.4012, -3.8765, 1.1138], [-3.3562, -4.3496, 1.9868], [-1.9876, -2.5429, 1.3208], [1.0495, -1.6232, 2.7989], [4.5251, -1.9891, 2.9891], [2.0952, -0.9974, -0.4438], [0.1769, -0.4751, -0.2031], [0.0917, -2.4474, -1.3478], [-0.6377, -4.7640, -1.5726], [-2.4919, -5.6431, -0.0919], [-2.4537, -1.9270, 2.1020], [0.2630, -1.5538, 3.5540]],
  "forces_ev_per_a": [[-1.049, 0.027, -0.013], [1.664, 0.628, 1.685], [-0.219, 0.802, -1.755], [-0.133, -3.414, 0.214], [-1.393, 5.858, -0.013], [1.278, 0.425, -1.409], [-2.289, 0.733, 0.082], [1.291, -0.338, -0.337], [0.453, 0.856, -0.538], [-0.319, -1.772, 0.863], [-0.579, 0.319, -0.345], [-0.113, -0.145, -0.148], [1.625, -1.612, -1.173], [-1.106, 1.845, 1.355], [-0.755, -1.177, 2.010], [0.191, -0.452, -0.001], [-0.010, -0.342, -0.323], [0.228, 0.459, -0.365], [-0.006, 0.000, -0.456], [0.227, 0.262, 0.426], [0.342, -0.318, -0.053], [-0.467, -0.117, 0.324], [-0.632, -0.314, -0.189], [-0.151, -0.256, 0.029], [-0.148, 0.165, -1.047], [0.523, 0.101, -0.687], [0.008, 0.239, 0.555], [-0.502, -0.020, 0.206], [0.028, -0.293, 0.760], [0.256, -0.518, 1.248], [0.942, 0.745, -0.343], [-0.518, 0.561, 0.765], [-0.482, 0.057, -1.835], [-0.320, 0.314, 1.273], [0.233, 0.269, -0.261], [1.152, 0.388, 0.325], [-0.888, -0.983, 0.283], [0.588, 0.873, 0.026], [-2.243, -0.603, -0.489], [2.413, -4.566, -0.497], [0.248, 0.816, 1.442], [-0.186, -0.711, -0.293], [-1.024, -0.278, 0.569], [0.580, 0.280, 0.254], [-1.347, 0.929, 0.802], [0.844, 0.238, -0.775], [-0.089, -1.031, -0.788], [1.648, 0.637, 0.681], [-1.091, 0.029, -0.424], [-0.205, -0.057, 0.912], [-0.024, 0.569, -1.094], [0.619, 0.257, -0.240], [0.098, -0.106, -0.478], [0.353, 0.248, 0.066], [0.432, -0.411, -0.235], [0.024, -0.093, -0.552]],
  "mulliken_charge": [-1.332, 0.534, -1.215, -0.207, 0.599, 0.799, -0.367, 1.527, -1.905, -1.387, 1.549, -2.028, -1.390, -0.332, -0.345, 0.401, 0.299, 0.274, 0.526, 0.607, 0.458, 0.416, 0.402, 0.421, 0.494, 0.061, 0.413, 0.481, 0.390, 0.209, 0.594, 0.506, -0.314, 0.187, -0.968, 0.361, -0.332, -0.426, -0.413, 2.451, 0.936, -0.632, -0.754, -0.695, 0.182, -0.316, -0.670, -0.514, 0.437, 0.423, -1.600, 0.317, 0.463, 0.453, 0.485, 0.483],
  "orbital_gap_ev": 5.92,
  "total_charge": 1,
  "de_lowest_ev": 2.715
}



2.
{
  "formula": "C12H18BrN5PtS",
  "method": "wB97M-V/def2-TZVPD",
  "elements": ["Pt", "C", "C", "C", "C", "C", "Br", "N", "C", "H", "H", "H", "H", "H", "H", "N", "C", "C", "C", "N", "H", "H", "H", "H", "C", "N", "C", "S", "N", "C", "H", "H", "H", "H", "H", "H", "H", "H"],
  "xyz": [[-0.3136, 0.3014, -0.3754], [4.5468, 1.1017, -2.2488], [3.1704, 1.6648, -2.2991], [2.7687, 2.6480, -3.2020], [1.4683, 3.1302, -3.1267], [0.5211, 2.5192, -2.3138], [-1.1041, 3.3907, -1.9880], [0.9120, 1.5187, -1.4746], [2.2065, 1.1794, -1.4356], [5.2763, 1.9103, -1.9185], [4.8154, 0.6421, -3.1821], [4.6210, 0.2934, -1.5437], [3.3940, 2.9280, -4.0862], [1.1519, 4.0141, -3.6739], [2.4942, 0.4628, -0.6840], [0.3620, 0.0360, 2.3604], [-0.1447, 0.4183, 3.5656], [-0.3793, 1.7869, 3.4788], [-0.1540, 2.1973, 2.1449], [0.2808, 1.0539, 1.4426], [0.8947, -0.7496, 2.0006], [-0.3604, -0.2726, 4.3590], [-0.8078, 2.3658, 4.2541], [-0.2877, 3.1953, 1.6989], [-1.2137, -4.0665, 1.3545], [-1.0943, -3.0249, 0.3296], [-2.0678, -2.1510, 0.0595], [-1.7945, -1.0739, -1.2942], [-3.1938, -2.1985, 0.8078], [-4.4448, -1.6247, 0.3505], [-0.2818, -4.6649, 1.3382], [-2.0162, -4.7576, 1.1119], [-1.3797, -3.6752, 2.3470], [-0.2630, -2.9643, -0.2469], [-3.2833, -3.0257, 1.4107], [-4.6936, -2.0434, -0.6464], [-4.3851, -0.5198, 0.2579], [-5.2208, -1.9457, 1.0673]],
  "forces_ev_per_a": [[-0.275, -0.427, 0.971], [0.876, 1.146, 0.755], [-0.181, 0.117, -0.159], [-0.057, -0.471, -1.136], [-0.566, 0.217, -0.157], [1.431, 0.260, 1.206], [-0.218, -0.487, -0.147], [0.067, 1.260, -1.297], [0.118, -0.052, -0.250], [-0.703, -1.101, -0.722], [0.344, 0.261, -0.650], [-0.064, -0.228, 0.566], [-0.284, 0.147, 1.274], [0.109, -0.316, -0.209], [-0.067, -0.283, 0.026], [-0.950, 0.906, -0.251], [0.906, 0.478, -1.233], [-0.366, -0.301, -1.289], [0.555, -2.593, 0.249], [-0.142, 2.389, 1.539], [-0.438, -0.204, 0.805], [0.438, -0.084, 0.212], [-0.165, 0.514, 0.525], [0.120, -0.914, 0.016], [0.933, -0.733, -0.677], [-0.399, 0.311, 0.323], [-0.067, -1.150, 1.361], [-0.996, 0.263, -0.684], [1.541, -0.526, -0.964], [-0.971, 0.326, -0.577], [-0.542, 0.439, 0.131], [-0.201, -0.064, -0.119], [0.079, 0.338, 0.269], [-0.196, -0.123, 0.155], [0.107, 0.662, -0.311], [-0.021, 0.297, 0.566], [-0.084, -0.759, 0.288], [0.325, 0.484, -0.405]],
  "mulliken_charge": [0.658, -1.407, 0.545, -0.360, -0.450, 0.170, -0.046, -0.375, 0.135, 0.324, 0.378, 0.376, 0.417, 0.380, 0.298, -0.114, -0.012, -0.737, -0.197, -0.195, 0.249, 0.459, 0.403, 0.417, -1.148, -0.069, 0.462, -0.265, -0.179, -0.911, 0.341, 0.417, 0.387, 0.319, 0.300, 0.380, 0.291, 0.360],
  "s_squared": 2.0091,
  "spin_multiplicity": 3,
  "orbital_gap_ev": [9.17, 5.90],
  "total_charge": 2
}



3.
{
  "formula": "C40H67N4P2RuSi4Te",
  "method": "wB97M-V/def2-TZVPD",
  "elements": ["Ru", "N", "C", "C", "N", "C", "C", "N", "C", "C", "N", "H", "H", "H", "H", "H", "H", "H", "H", "H", "H", "H", "H", "H", "H", "H", "H", "H", "H", "C", "P", "C", "C", "C", "C", "C", "C", "C", "C", "C", "C", "C", "C", "P", "C", "C", "C", "C", "C", "C", "C", "C", "C", "C", "C", "C", "H", "H", "H", "H", "H", "H", "H", "H", "H", "H", "H", "H", "H", "H", "H", "H", "H", "H", "H", "H", "H", "H", "C", "Si", "C", "C", "Si", "Te", "Si", "C", "C", "C", "Si", "C", "C", "C", "H", "H", "H", "H", "H", "H", "H", "H", "H", "H", "H", "H", "H", "H", "H", "H", "H", "H", "H", "H", "H", "H", "H", "H", "H", "H", "H"],
  "xyz": [[0.1406, -0.0863, 0.7392], [-0.5612, 0.2598, -1.2582], [-0.3381, -0.9773, -2.0562], [0.8990, -1.7184, -1.5616], [0.7818, -1.9655, -0.1030], [-0.2094, -3.0547, 0.1529], [-1.1671, -2.7149, 1.2803], [-1.5847, -1.3023, 1.1464], [2.0748, -2.2569, 0.5634], [1.9325, -2.1132, 2.0746], [1.2564, -0.8328, 2.4517], [-1.5307, 0.5730, -1.3311], [0.0143, 1.0015, -1.6435], [-0.2293, -0.7508, -3.1184], [-1.2266, -1.6024, -1.9590], [1.7900, -1.1131, -1.7279], [1.0155, -2.6577, -2.1130], [0.3112, -3.9918, 0.3641], [-0.7816, -3.2190, -0.7589], [-0.6992, -2.8218, 2.2560], [-2.0248, -3.3904, 1.2546], [-2.1431, -1.0591, 1.9611], [-2.2310, -1.1933, 0.3642], [2.8143, -1.5528, 0.1802], [2.4210, -3.2695, 0.3277], [2.9183, -2.1886, 2.5363], [1.3432, -2.9382, 2.4706], [1.9595, -0.1165, 2.6305], [0.7783, -0.9475, 3.3421], [-2.4912, 1.5574, 2.2224], [-0.7190, 1.7715, 1.8441], [0.0854, 1.9833, 3.4624], [1.2018, 2.8091, 3.5870], [1.9002, 2.8693, 4.7847], [1.4919, 2.1064, 5.8704], [0.3765, 1.2877, 5.7586], [-0.3225, 1.2253, 4.5602], [-0.7547, 3.4445, 1.1325], [-0.4972, 3.6816, -0.2131], [-0.6581, 4.9528, -0.7509], [-1.0708, 5.9974, 0.0587], [-1.3236, 5.7741, 1.4073], [-1.1700, 4.5063, 1.9398], [-3.3964, 1.4349, 0.6026], [-4.7736, 0.3099, 1.0334], [-5.4591, -0.2573, -0.0435], [-6.5361, -1.1035, 0.1679], [-6.9321, -1.4108, 1.4628], [-6.2541, -0.8611, 2.5407], [-5.1829, -0.0029, 2.3282], [-4.1847, 3.0766, 0.5180], [-3.9868, 3.8461, -0.6227], [-4.5739, 5.1004, -0.7345], [-5.3619, 5.5875, 0.2952], [-5.5707, 4.8204, 1.4372], [-4.9894, 3.5696, 1.5459], [-2.8655, 2.3622, 2.8578], [-2.6160, 0.6262, 2.7774], [1.5195, 3.4254, 2.7536], [2.7573, 3.5237, 4.8732], [2.0311, 2.1617, 6.8063], [0.0403, 0.7091, 6.6088], [-1.2015, 0.5929, 4.4997], [-0.1722, 2.8716, -0.8519], [-0.4681, 5.1255, -1.8009], [-1.2014, 6.9873, -0.3584], [-1.6463, 6.5890, 2.0414], [-1.3681, 4.3433, 2.9931], [-5.1545, -0.0207, -1.0576], [-7.0664, -1.5238, -0.6762], [-7.7697, -2.0741, 1.6304], [-6.5659, -1.0892, 3.5513], [-4.6925, 0.4371, 3.1889], [-3.3719, 3.4642, -1.4296], [-4.4205, 5.6914, -1.6280], [-5.8255, 6.5611, 0.2080], [-6.1981, 5.1958, 2.2347], [-5.1797, 2.9676, 2.4277], [6.0300, 2.5337, 1.8055], [6.0517, 1.4633, 0.2732], [7.6189, 1.6795, -0.7230], [5.7923, -0.3359, 0.7422], [4.2842, 2.1408, -1.1333], [2.3521, 1.3191, 0.3258], [3.8858, 4.4749, -1.1958], [2.6733, 4.8114, -2.5815], [3.2126, 5.0603, 0.4498], [5.5504, 5.2405, -1.5648], [4.0937, 1.0488, -3.2080], [4.4951, -0.7691, -2.9595], [2.3301, 1.2228, -3.8324], [5.3002, 1.8270, -4.4049], [6.7588, 2.1664, 2.5319], [5.0472, 2.5197, 2.2822], [6.2855, 3.5695, 1.5744], [8.4907, 1.5791, -0.0720], [7.6726, 2.6630, -1.1934], [7.7030, 0.9241, -1.5067], [6.6440, -0.7002, 1.3216], [5.6875, -0.9762, -0.1353], [4.8992, -0.4437, 1.3642], [1.7705, 4.2088, -2.4773], [3.1162, 4.5955, -3.5559], [2.3815, 5.8648, -2.5753], [2.2416, 4.6068, 0.6649], [3.0689, 6.1439, 0.4263], [3.8972, 4.8290, 1.2683], [5.9999, 4.8216, -2.4673], [6.2490, 5.0950, -0.7386], [5.4422, 6.3168, -1.7204], [3.9305, -1.2118, -2.1345], [5.5558, -0.9083, -2.7411], [4.2700, -1.3378, -3.8650], [1.6156, 0.8762, -3.0816], [2.1867, 0.6286, -4.7382], [2.0888, 2.2603, -4.0700], [6.3097, 1.8563, -3.9903], [5.0089, 2.8501, -4.6514], [5.3435, 1.2617, -5.3384]],
  "forces_ev_per_a": [[-0.048, 0.066, -0.246], [0.018, -0.147, 0.032], [0.024, 0.013, 0.011], [-0.051, -0.008, -0.010], [0.001, -0.054, 0.062], [0.023, 0.021, 0.031], [-0.020, 0.000, -0.066], [-0.033, 0.042, 0.013], [-0.039, -0.027, -0.023], [0.032, 0.015, 0.014], [0.000, -0.039, -0.092], [0.023, 0.003, 0.080], [-0.020, 0.032, -0.022], [0.001, -0.009, 0.005], [-0.009, 0.008, -0.004], [-0.036, 0.015, 0.015], [0.025, 0.013, -0.004], [-0.003, 0.002, -0.007], [0.000, 0.001, -0.001], [0.002, 0.002, 0.010], [0.009, -0.007, -0.001], [0.072, 0.044, -0.057], [-0.023, -0.058, 0.039], [-0.012, -0.010, 0.001], [-0.001, 0.006, -0.010], [-0.007, 0.016, -0.002], [0.012, -0.011, 0.017], [-0.003, -0.017, 0.060], [-0.051, 0.015, -0.049], [0.028, -0.148, 0.109], [0.066, -0.092, -0.074], [0.003, 0.063, -0.013], [0.009, 0.007, 0.018], [-0.017, -0.006, 0.007], [-0.002, 0.005, -0.016], [-0.012, -0.004, 0.002], [0.020, -0.008, 0.008], [0.067, 0.020, 0.023], [0.019, 0.021, 0.019], [0.026, -0.026, 0.035], [-0.008, 0.005, -0.001], [-0.011, -0.006, 0.012], [0.003, 0.012, -0.006], [-0.129, 0.105, -0.019], [0.023, 0.001, -0.053], [0.031, -0.001, 0.015], [-0.012, -0.018, 0.014], [0.008, 0.000, -0.021], [0.017, -0.001, 0.013], [-0.041, 0.013, 0.040], [-0.056, -0.035, -0.021], [0.002, -0.004, -0.006], [-0.004, -0.001, 0.007], [0.008, -0.008, 0.008], [-0.004, 0.004, -0.005], [0.010, 0.003, -0.010], [0.014, 0.020, -0.050], [-0.026, 0.051, 0.016], [0.001, -0.023, 0.002], [0.005, 0.000, 0.003], [0.004, -0.003, 0.003], [0.002, -0.002, 0.005], [-0.010, -0.002, -0.007], [0.022, -0.032, -0.016], [0.025, 0.000, -0.047], [0.003, -0.001, 0.002], [0.002, 0.002, 0.003], [-0.009, 0.002, 0.000], [-0.003, 0.004, -0.004], [-0.002, -0.001, -0.003], [-0.007, 0.001, 0.002], [-0.008, -0.002, 0.002], [-0.004, 0.005, -0.012], [-0.008, 0.000, 0.007], [0.001, 0.001, -0.001], [0.000, 0.004, 0.002], [-0.003, 0.001, 0.001], [0.001, 0.003, 0.008], [0.007, -0.007, -0.005], [-0.013, -0.007, -0.012], [0.025, -0.001, 0.030], [0.016, 0.011, 0.025], [-0.264, -0.116, -0.228], [0.210, 0.245, 0.411], [0.048, -0.019, 0.018], [0.028, 0.032, 0.008], [-0.028, 0.016, -0.035], [-0.005, 0.026, 0.009], [0.075, 0.001, 0.000], [-0.007, -0.002, 0.009], [0.002, 0.016, -0.007], [-0.014, 0.017, 0.002], [0.014, 0.008, -0.003], [-0.010, 0.004, 0.004], [-0.007, 0.009, 0.001], [0.012, -0.016, -0.012], [0.002, 0.011, 0.013], [-0.013, 0.003, -0.013], [0.003, -0.006, 0.003], [0.000, -0.005, -0.019], [0.000, -0.003, 0.007], [-0.057, -0.014, 0.013], [0.003, -0.002, 0.004], [-0.008, -0.006, -0.011], [-0.018, -0.004, 0.006], [0.023, -0.001, 0.002], [-0.013, -0.017, 0.004], [-0.004, -0.003, -0.009], [0.009, -0.003, 0.002], [0.005, 0.003, 0.005], [0.031, 0.006, -0.013], [0.007, 0.007, 0.006], [0.004, -0.005, -0.005], [0.000, -0.010, 0.000], [-0.006, 0.000, -0.005], [0.008, -0.012, 0.004], [0.008, -0.008, -0.003], [0.012, 0.007, 0.006], [-0.015, -0.007, -0.003]],
  "mulliken_charge": [-1.015, 0.127, -0.998, 0.794, 0.542, -0.947, -0.896, -0.100, 0.218, -1.111, 0.034, 0.032, -0.078, 0.665, 0.429, -1.122, 0.408, 0.373, 0.417, 0.368, 0.615, 0.151, 0.079, -0.530, 0.478, 0.636, 0.251, 0.124, 0.228, -2.449, 3.313, 0.205, -0.336, -0.715, -0.721, -0.694, -0.633, 0.938, 0.808, -0.381, -0.871, -1.005, -0.861, 0.217, 0.721, -0.694, -0.717, -0.486, -0.880, -0.100, 0.666, -0.166, -0.669, -0.569, -0.808, -0.475, 1.061, 0.648, 0.373, 0.493, 0.421, 0.482, 0.364, -1.184, 0.481, 0.532, 0.468, 0.483, 0.370, 0.437, 0.418, 0.432, 0.334, 0.330, 0.452, 0.429, 0.452, 0.368, -0.876, 0.485, -1.085, -0.706, 0.037, -0.867, 0.328, -0.822, -0.447, -1.091, 0.799, -1.058, -0.688, -1.166, 0.425, 0.088, 0.308, 0.412, 0.342, 0.312, 0.493, 0.271, -0.038, -0.037, 0.422, 0.460, -0.230, 0.522, 0.278, 0.325, 0.290, 0.410, 0.112, 0.376, 0.485, -0.200, 0.457, 0.403, 0.331, 0.301, 0.384],
  "s_squared": 0.7554,
  "spin_multiplicity": 2,
  "orbital_gap_ev": [8.09, 5.81],
  "total_charge": 2,
  "de_lowest_ev": 0.069
}



4.
{
  "formula": "CH2FNOS",
  "method": "wB97M-V/def2-TZVPD",
  "elements": ["C", "N", "O", "F", "S", "H", "H"],
  "xyz": [[-0.0603, 0.3496, 0.3970], [0.1714, -1.1964, -1.0316], [0.8322, 2.0135, 1.7664], [-0.6347, -0.8260, -2.0443], [1.2902, 0.8686, 0.9795], [-1.0665, 0.6693, 0.4250], [-0.5324, -1.8786, -0.4919]],
  "forces_ev_per_a": [[0.458, -4.646, -4.104], [-1.426, 0.231, 4.980], [1.107, 1.222, 1.193], [-0.789, 0.799, -1.272], [-0.586, 0.367, 0.065], [-0.751, 0.419, 0.178], [1.987, 1.608, -1.040]],
  "mulliken_charge": [-0.056, -0.254, -0.493, -0.126, 0.292, 0.371, 0.267],
  "orbital_gap_ev": [9.43, 9.44],
  "de_lowest_ev": 6.464
}



Calculated values (hartree) of E_tot for the records, taken in order: -1479.2888; -3832.7335; -3986.7530; -667.1127.